1.
# C25H24ClIrN5O3

A structure of composition C25H24ClIrN5O3 (wB97M-V/def2-TZVPD, the OMol25 dataset).

Net charge ... +2
Largest force on an atom ... 0.39 eV/A
HOMO energy (spin up / spin down) ... -13.79 / -13.79 eV
Kohn-Sham gap (spin up / spin down) ... 6.934 / 5.129 eV
2S+1 ... 2
Energy above the lowest of the compared OMol25 structures with the same formula, charge and spin ... 10.8 kJ/mol
E_LUMO (spin up / spin down) ... -6.85 / -8.66 eV

Positions of all 59 atoms, in Å:
Ir 0.176 -0.338 -0.730
N -3.229 -2.473 1.001
C -2.573 -1.899 0.003
N -1.350 -1.486 0.111
C -0.596 -1.615 1.356
N 0.619 -2.443 1.021
N 1.018 -1.970 -0.103
C 1.807 -2.608 -0.977
C 1.691 -2.110 -2.316
C 2.360 -2.670 -3.397
C 2.097 -2.191 -4.675
C 1.174 -1.175 -4.837
C 0.537 -0.640 -3.718
N 0.784 -1.092 -2.497
C -1.329 -2.261 2.476
C -0.704 -2.573 3.682
C -1.402 -3.233 4.673
C -2.727 -3.608 4.461
C -3.345 -3.351 3.253
C -2.635 -2.689 2.259
H -4.178 -2.781 0.851
H -3.104 -1.745 -0.929
H 2.365 -3.490 -0.694
H 3.068 -3.469 -3.231
H 2.607 -2.614 -5.529
H 0.939 -0.777 -5.814
H -0.173 0.173 -3.795
H 0.332 -2.299 3.832
H -0.918 -3.467 5.611
H -3.274 -4.123 5.239
H -4.365 -3.670 3.076
Cl 3.129 6.977 -3.629
C 2.505 5.490 -3.042
C 3.382 4.543 -2.520
C 2.879 3.348 -2.049
C 1.505 3.104 -2.100
C 0.634 4.063 -2.623
C 1.134 5.258 -3.096
C 0.975 1.853 -1.598
O -0.267 1.542 -1.628
O 1.714 0.941 -1.075
H 4.441 4.753 -2.489
H 3.545 2.602 -1.636
H -0.430 3.867 -2.651
H 0.479 6.015 -3.503
C -0.358 0.667 3.722
C -0.699 0.871 2.261
C 0.009 2.090 1.710
C -2.187 0.921 1.987
O -0.065 -0.260 1.453
H -0.603 1.583 4.261
H 0.709 0.479 3.846
H -0.929 -0.137 4.175
H -0.297 2.957 2.296
H -0.272 2.277 0.673
H 1.091 1.992 1.796
H -2.585 1.805 2.487
H -2.718 0.057 2.388
H -2.392 1.029 0.921

***

2.
# CH3N3O2

The molecule CH3N3O2 at a distorted geometry (wB97M-V/def2-TZVPD, the OMol25 dataset).

Net charge ... 0
Largest force on an atom ... 7.85 eV/A
HOMO energy ... -9.24 eV
Kohn-Sham gap ... 8.551 eV
Energy above the lowest of the compared OMol25 structures with the same formula, charge and spin ... 723.8 kJ/mol
SMILES string ... N/C=N/[N+](=O)[O-]
E_LUMO ... -0.69 eV

Positions of all 9 atoms, in Å:
C 0.624 -0.205 -0.146
N -0.892 0.744 -0.291
N 1.743 0.327 -0.003
N -1.834 -0.089 -0.012
O -1.751 -1.251 0.256
O -2.850 0.637 -0.115
H 0.534 -1.178 0.202
H 2.430 -0.189 0.564
H 1.995 1.203 -0.455

***

3.
# C17H54N4O10

A cluster of 10 separate species, C17H54N4O10 in total at a distorted geometry (wB97M-V/def2-TZVPD, the OMol25 dataset).

Net charge ... 0
Largest force on an atom ... 9.03 eV/A
HOMO energy ... -8.43 eV
Kohn-Sham gap ... 8.650 eV
Energy above the lowest of the compared OMol25 structures with the same formula, charge and spin ... 0.0 kJ/mol
SMILES string ... NC(N)=O.NC(N)=O.CCO.CCO.CCO.CCO.CCO.CCO.CCO.CO
E_LUMO ... 0.22 eV

Positions of all 85 atoms, in Å:
C -0.101 -4.747 0.791
C 0.803 -3.803 -0.034
O 0.010 -3.411 -1.112
H -0.278 -5.667 0.229
H -1.055 -4.293 1.049
H 0.421 -5.089 1.663
H 1.669 -4.301 -0.304
H 1.085 -2.974 0.598
H -0.264 -4.141 -1.659
C 3.477 -3.253 2.213
C 3.822 -2.541 0.947
O 4.112 -3.582 0.032
H 2.557 -3.845 2.220
H 3.313 -2.477 2.965
H 4.255 -3.988 2.508
H 4.787 -2.016 1.137
H 3.014 -1.800 0.635
H 4.189 -3.191 -0.847
C -0.198 -2.303 3.272
C 0.611 -1.443 4.213
O -0.073 -0.200 4.445
H -1.154 -2.680 3.831
H 0.282 -3.242 2.893
H -0.424 -1.771 2.380
H 1.496 -1.202 3.720
H 0.908 -2.038 5.089
H 0.209 0.078 5.326
C 2.076 1.256 0.803
C 0.599 0.943 0.984
O 0.286 1.621 2.180
H 2.758 0.545 1.309
H 2.327 2.162 1.226
H 2.293 1.255 -0.261
H 0.424 -0.116 1.052
H 0.028 1.249 0.153
H 0.606 1.046 2.892
C 3.872 -0.252 -1.962
C 2.738 -1.149 -2.411
O 1.679 -0.895 -1.527
H 4.214 -0.360 -0.910
H 3.719 0.809 -2.168
H 4.772 -0.526 -2.567
H 3.004 -2.187 -2.320
H 2.381 -0.902 -3.409
H 1.211 -1.719 -1.382
C -1.777 -0.503 -1.140
C -2.281 -1.606 -2.061
O -3.505 -1.341 -2.686
H -2.441 -0.369 -0.313
H -1.749 0.479 -1.625
H -0.824 -0.877 -0.801
H -2.362 -2.542 -1.550
H -1.564 -1.912 -2.836
H -4.231 -1.765 -2.191
C -4.167 4.389 -1.642
C -3.982 3.206 -0.737
O -2.706 2.654 -0.975
H -4.226 4.159 -2.670
H -3.375 5.111 -1.495
H -5.055 4.825 -1.292
H -4.700 2.400 -0.898
H -4.234 3.404 0.301
H -2.099 3.011 -0.378
C -0.329 1.529 -3.461
O -0.403 0.360 -4.217
N 0.523 1.573 -2.479
N -0.998 2.637 -3.668
H 0.921 0.734 -2.126
H 0.625 2.449 -1.920
H -1.497 2.485 -4.546
H -1.668 2.840 -2.904
C -0.315 4.430 -0.464
O -1.015 5.386 -1.137
N -0.670 3.896 0.678
N 0.696 3.890 -1.020
H -1.403 4.442 1.178
H -0.205 3.179 1.222
H 1.029 4.372 -1.965
H 1.370 3.338 -0.475
C -2.741 1.371 2.180
O -3.699 0.362 2.334
H -2.118 1.296 2.981
H -3.099 2.384 2.214
H -2.150 1.298 1.261
H -4.032 0.167 1.441

***

4.
# C35H41N4O

The ion C35H41N4O with charge +1 at a distorted geometry (wB97M-V/def2-TZVPD, the OMol25 dataset).

Net charge ... +1
Largest force on an atom ... 1.76 eV/A
HOMO energy ... -10.60 eV
Kohn-Sham gap ... 7.978 eV
Energy above the lowest of the compared OMol25 structures with the same formula, charge and spin ... 0.0 kJ/mol
SMILES string ... CN1C(=O)[C@@H](Cc2ccccc2)N(/C=C/[C@H](c2ccccc2)[n+]2cc3c4c(c2)CCCN4CCC3)C12CCCC2
E_LUMO ... -2.62 eV

Positions of all 81 atoms, in Å:
C -4.697 -0.211 1.105
N -3.370 0.105 0.669
C -3.062 1.391 0.323
O -3.858 2.335 0.300
C -1.572 1.449 0.064
C -0.911 2.453 1.001
C -1.027 1.963 2.426
C -2.193 2.210 3.153
C -2.346 1.700 4.442
C -1.300 0.984 5.030
C -0.131 0.718 4.308
C 0.004 1.226 3.014
N -1.153 0.068 0.321
C 0.186 -0.198 0.196
C 0.840 -1.356 0.431
C 2.265 -1.683 0.067
C 2.590 -3.193 0.214
C 3.834 -3.651 -0.211
C 4.137 -5.013 -0.166
C 3.176 -5.930 0.261
C 2.004 -5.446 0.830
C 1.795 -4.069 0.958
C -2.259 -0.826 0.693
C -2.101 -1.433 2.097
C -2.949 -2.694 2.064
C -3.214 -3.067 0.591
C -2.549 -2.007 -0.280
H -5.315 0.641 0.823
H -5.065 -1.114 0.609
H -4.777 -0.336 2.197
H -1.394 1.709 -0.997
H 0.146 2.589 0.740
H -1.455 3.398 0.858
H -2.983 2.802 2.687
H -3.281 1.878 4.975
H -1.392 0.631 6.053
H 0.678 0.123 4.733
H 0.915 1.033 2.447
H 0.698 0.689 -0.168
H 0.211 -2.174 0.761
H 2.426 -1.251 -0.962
H 4.608 -2.964 -0.536
H 5.119 -5.352 -0.457
H 3.342 -6.994 0.149
H 1.261 -6.138 1.214
H 1.036 -3.735 1.672
H -1.037 -1.623 2.286
H -2.445 -0.690 2.824
H -2.443 -3.503 2.596
H -3.902 -2.518 2.580
H -2.824 -4.064 0.363
H -4.297 -3.119 0.411
H -3.201 -1.682 -1.098
H -1.596 -2.353 -0.703
C 7.585 -1.822 3.621
C 6.131 -2.189 3.404
C 5.410 -1.339 2.400
C 6.066 -0.226 1.814
N 7.289 0.193 2.248
C 7.871 -0.347 3.491
C 7.863 1.471 1.784
C 7.579 1.712 0.324
C 6.121 1.430 -0.073
C 5.427 0.359 0.698
C 4.174 -0.118 0.327
N 3.507 -1.128 0.923
C 4.133 -1.691 1.992
H 7.948 -2.153 4.586
H 8.173 -2.358 2.881
H 6.103 -3.247 3.122
H 5.609 -2.180 4.363
H 7.441 0.182 4.368
H 8.960 -0.151 3.453
H 7.466 2.314 2.384
H 8.955 1.431 1.943
H 7.870 2.724 0.055
H 8.201 1.069 -0.284
H 5.572 2.388 0.009
H 6.109 1.223 -1.153
H 3.606 0.306 -0.502
H 3.607 -2.492 2.502

***

5.
# C17H21AsMgN8O

A structure of composition C17H21AsMgN8O at a distorted geometry (wB97M-V/def2-TZVPD, the OMol25 dataset).

Net charge ... 0
Largest force on an atom ... 4.60 eV/A
HOMO energy ... -8.54 eV
Kohn-Sham gap ... 8.648 eV
Energy above the lowest of the compared OMol25 structures with the same formula, charge and spin ... 71.0 kJ/mol
E_LUMO ... 0.11 eV

Positions of all 49 atoms, in Å:
Mg -1.035 -1.000 -0.443
C -1.622 2.846 1.200
C -0.461 2.043 1.707
As 0.513 1.132 0.162
C 2.350 0.935 0.643
C 2.748 -0.194 1.680
C 0.657 2.567 -1.217
C 1.344 3.856 -0.702
H -2.155 3.439 1.952
H -2.368 2.137 0.854
H -1.355 3.539 0.438
H -0.893 1.206 2.296
H 0.191 2.618 2.294
H 2.542 1.960 0.923
H 2.835 0.779 -0.295
H 2.203 -0.386 2.560
H 3.806 0.151 2.071
H 2.904 -1.159 1.176
H -0.243 2.789 -1.814
H 1.234 2.016 -1.980
H 0.983 4.272 0.242
H 1.259 4.551 -1.477
H 2.473 3.861 -0.541
N 1.839 -3.845 1.052
C 0.848 -2.987 1.146
O 0.300 -2.581 -0.008
C 0.274 -2.590 2.372
C -0.908 -1.799 2.303
N -1.797 -1.173 1.892
C 0.981 -2.683 3.609
N 1.658 -2.804 4.559
H 2.210 -4.068 0.115
H 2.393 -4.009 1.889
N -3.559 -0.885 -2.115
C -4.873 -0.686 -2.175
C -5.353 -0.801 -0.856
C -4.172 -0.953 -0.103
N -3.068 -1.023 -0.872
H -2.866 -0.998 -2.808
H -5.382 -0.498 -3.100
H -6.393 -0.810 -0.524
H -3.922 -0.958 0.932
N -0.505 -1.203 -2.523
C 0.638 -1.082 -2.771
C 2.001 -1.141 -2.795
C 2.673 0.051 -3.321
N 3.220 0.935 -3.855
C 2.664 -2.214 -2.129
N 3.190 -3.153 -1.641

***

6.
# CH4NO2P

A cluster of 2 separate species, CH4NO2P in total at a distorted geometry (wB97M-V/def2-TZVPD, the OMol25 dataset).

Net charge ... 0
Largest force on an atom ... 5.57 eV/A
HOMO energy (spin up / spin down) ... -7.92 / -7.92 eV
Kohn-Sham gap (spin up / spin down) ... 7.564 / 7.566 eV
Energy above the lowest of the compared OMol25 structures with the same formula, charge and spin ... 270.7 kJ/mol
E_LUMO (spin up / spin down) ... -0.35 / -0.35 eV

Positions of all 9 atoms, in Å:
C -1.458 0.009 0.900
N -1.374 1.322 0.973
O -1.906 -0.884 1.505
O 0.186 -0.383 -0.250
P 0.889 -1.742 -0.282
H -2.110 1.698 1.663
H -0.890 1.874 0.243
H 0.184 -2.398 0.803
H 0.086 -2.343 -1.342